Version P
Here is 2 unconnected molecules or ions with the total composition C9H14 from the Open Molecules 2025 dataset. Energies are from wB97M-V/def2-TZVPD.

Each atom is followed by the atoms it is bonded to, with distances in Å.
Positions of all 23 atoms, in Å:
1 C 0.37280 1.64989 -0.08391  C2 1.553, H8 1.106, H9 1.088, H10 1.098
2 C 1.16176 0.37557 0.32375  C1 1.553, C3 1.379, C7 1.426
3 C 2.53224 0.38895 0.17493  C2 1.379, C4 1.423, H11 1.096
4 C 3.30442 -0.67125 0.72810  C3 1.423, C5 1.398, H12 1.109
5 C 2.64406 -1.80175 1.21722  C4 1.398, C6 1.399, H13 1.075
6 C 1.27620 -1.67246 1.48066  C5 1.399, C7 1.372, H14 1.156
7 C 0.50124 -0.59480 1.13256  C2 1.426, C6 1.372, H15 1.077
8 H 0.30775 1.43119 -1.16602  C1 1.106
9 H 0.94189 2.54836 0.14684  C1 1.088
10 H -0.56578 1.56045 0.47935  C1 1.098
11 H 3.06560 1.22367 -0.29379  C3 1.096
12 H 4.41072 -0.69863 0.80160  C4 1.109
13 H 3.21371 -2.68727 1.43153  C5 1.075
14 H 0.74122 -2.48613 2.10340  C6 1.156
15 H -0.51140 -0.42421 1.45588  C7 1.077
16 C -3.58366 -0.10705 -1.53811  C17 1.527, H18 1.105, H19 1.055, H20 1.111
17 C -2.35415 0.62402 -1.00395  C16 1.527, H21 1.084, H22 1.088, H23 1.121
18 H -3.40170 -1.18747 -1.39723  C16 1.105
19 H -4.46589 0.15716 -1.02251  C16 1.055
20 H -3.83348 0.08039 -2.60448  C16 1.111
21 H -2.39212 1.70412 -0.92466  C17 1.084
22 H -1.39384 0.33083 -1.42417  C17 1.088
23 H -1.97160 0.25642 -0.01699  C17 1.121

Its frontier orbital gap is 9.92 eV. As for the highest occupied orbital energy: -8.95 eV.

Version Q
Here is 2 unconnected molecules or ions with the total composition C9H14 from the Open Molecules 2025 dataset. Energies are from wB97M-V/def2-TZVPD.

Each atom is followed by the atoms it is bonded to, with distances in Å.
Positions of all 23 atoms, in Å:
1 C 0.96887 2.01852 -1.37505  C2 1.518, H8 1.084, H9 1.084, H10 1.084
2 C -0.45293 1.49577 -1.47047  C1 1.518, C3 1.388, C7 1.398
3 C -1.52343 2.35203 -1.68645  C2 1.388, C4 1.398, H11 1.080
4 C -2.83185 1.88734 -1.52194  C3 1.398, C5 1.385, H12 1.085
5 C -3.09750 0.55001 -1.27944  C4 1.385, C6 1.387, H13 1.086
6 C -2.02398 -0.30158 -1.06770  C5 1.387, C7 1.388, H14 1.082
7 C -0.71924 0.16607 -1.13184  C2 1.398, C6 1.388, H15 1.079
8 H 1.50029 1.46539 -0.60890  C1 1.084
9 H 0.95825 3.04356 -1.02294  C1 1.084
10 H 1.51381 1.96194 -2.31092  C1 1.084
11 H -1.37189 3.36136 -2.03982  C3 1.080
12 H -3.61115 2.63920 -1.58529  C4 1.085
13 H -4.14111 0.25334 -1.24401  C5 1.086
14 H -2.19628 -1.36207 -0.94370  C6 1.082
15 H 0.07992 -0.55022 -1.01602  C7 1.079
16 C 1.65165 -1.75377 2.57813  C17 1.512, H18 1.080, H19 1.090, H20 1.090
17 C 2.53350 -2.98029 2.52374  C16 1.512, H21 1.091, H22 1.101, H23 1.093
18 H 0.71834 -1.82135 2.03851  C16 1.080
19 H 1.43466 -1.45913 3.60461  C16 1.090
20 H 2.24060 -0.91255 2.21330  C16 1.090
21 H 3.49250 -2.92284 3.04002  C17 1.091
22 H 2.81535 -3.21094 1.48446  C17 1.101
23 H 2.06163 -3.91977 2.82172  C17 1.093

Its frontier orbital gap is 10.03 eV. As for the highest occupied orbital energy: -9.07 eV.

Version R
Here is 2 unconnected molecules or ions with the total composition C9H14 from the Open Molecules 2025 dataset. Energies are from wB97M-V/def2-TZVPD.

Each atom is followed by the atoms it is bonded to, with distances in Å.
Positions of all 23 atoms, in Å:
1 C -2.45035 0.47587 1.60701  C2 1.542, H8 1.111, H9 1.084, H10 1.092
2 C -1.44483 -0.57065 1.08516  C1 1.542, C3 1.409, C7 1.374
3 C -0.22670 -0.69464 1.78277  C2 1.409, C4 1.386, H11 1.053
4 C 0.64862 -1.68818 1.37314  C3 1.386, C5 1.388, H12 1.112
5 C 0.56398 -2.28960 0.12556  C4 1.388, C6 1.392, H13 1.102
6 C -0.56179 -1.99239 -0.63821  C5 1.392, C7 1.393, H14 1.084
7 C -1.54845 -1.13026 -0.16559  C2 1.374, C6 1.393, H15 1.103
8 H -2.21898 0.70214 2.67004  C1 1.111
9 H -3.32942 -0.15903 1.60369  C1 1.084
10 H -2.50836 1.41205 1.04688  C1 1.092
11 H 0.00352 -0.08699 2.61145  C3 1.053
12 H 1.64851 -1.82813 1.83880  C4 1.112
13 H 1.31204 -2.99778 -0.26682  C5 1.102
14 H -0.70656 -2.49497 -1.58727  C6 1.084
15 H -2.41163 -1.18146 -0.85066  C7 1.103
16 C 1.36602 2.05390 -2.18647  C17 1.540, H18 1.104, H19 1.103, H20 1.083
17 C 1.98817 1.51650 -0.88396  C16 1.540, H21 1.094, H22 1.096, H23 1.066
18 H 0.81204 1.25599 -2.71050  C16 1.104
19 H 0.61314 2.82217 -1.94307  C16 1.103
20 H 2.14469 2.55822 -2.74517  C16 1.083
21 H 2.61708 2.38729 -0.67663  C17 1.094
22 H 2.44998 0.52565 -0.95658  C17 1.096
23 H 1.23930 1.40430 -0.13356  C17 1.066

Its frontier orbital gap is 10.12 eV. As for the highest occupied orbital energy: -9.11 eV.

Version S
Here is 2 unconnected molecules or ions with the total composition C9H14 from the Open Molecules 2025 dataset. Energies are from wB97M-V/def2-TZVPD.

Each atom is followed by the atoms it is bonded to, with distances in Å.
Positions of all 23 atoms, in Å:
1 C -1.32001 1.34950 -0.37621  C2 1.514, H8 1.089, H9 1.089, H10 1.091
2 C 0.18889 1.33319 -0.25881  C1 1.514, C3 1.402, C7 1.387
3 C 0.87608 2.25057 0.54775  C2 1.402, C4 1.384, H11 1.082
4 C 2.17991 1.97198 0.91956  C3 1.384, C5 1.395, H12 1.087
5 C 2.88433 0.92316 0.32866  C4 1.395, C6 1.383, H13 1.082
6 C 2.25622 0.14584 -0.62759  C5 1.383, C7 1.397, H14 1.084
7 C 0.89631 0.32173 -0.89213  C2 1.387, C6 1.397, H15 1.082
8 H -1.60047 0.86943 -1.31266  C1 1.089
9 H -1.77243 2.34016 -0.36754  C1 1.089
10 H -1.66616 0.78709 0.49216  C1 1.091
11 H 0.36926 3.13377 0.91382  C3 1.082
12 H 2.75995 2.74416 1.41772  C4 1.087
13 H 3.93919 0.77176 0.51519  C5 1.082
14 H 2.79473 -0.69888 -1.04145  C6 1.084
15 H 0.42066 -0.34916 -1.59532  C7 1.082
16 C -0.93617 -2.33473 0.42445  C17 1.529, H18 1.097, H19 1.088, H20 1.093
17 C -2.35998 -2.16644 -0.10637  C16 1.529, H21 1.090, H22 1.094, H23 1.089
18 H -1.00344 -2.22772 1.51406  C16 1.097
19 H -0.48956 -3.23401 0.00576  C16 1.088
20 H -0.22595 -1.52588 0.23264  C16 1.093
21 H -2.98027 -3.03624 0.11096  C17 1.090
22 H -2.36383 -2.06317 -1.19500  C17 1.094
23 H -2.84725 -1.30614 0.35035  C17 1.089

Its frontier orbital gap is 10.06 eV. As for the highest occupied orbital energy: -9.00 eV.

Which is most stable, and by how much? version Q, by 0.139 eV.

Version P
Here is 2 unconnected molecules or ions with the total composition C9H14 from the Open Molecules 2025 dataset. Energies are from wB97M-V/def2-TZVPD.

Each atom is followed by the atoms it is bonded to, with distances in Å.
Positions of all 23 atoms, in Å:
1 C -2.22881 -1.32427 -1.99996  C2 1.509, H8 1.090, H9 1.088, H10 1.096
2 C -1.65942 -0.95342 -0.65207  C1 1.509, C3 1.393, C7 1.404
3 C -0.96323 0.23478 -0.44089  C2 1.393, C4 1.403, H11 1.081
4 C -0.15171 0.30315 0.70198  C3 1.403, C5 1.389, H12 1.077
5 C -0.19797 -0.68698 1.67521  C4 1.389, C6 1.381, H13 1.081
6 C -1.10596 -1.71472 1.51523  C5 1.381, C7 1.388, H14 1.088
7 C -1.88852 -1.87712 0.38009  C2 1.404, C6 1.388, H15 1.076
8 H -2.83388 -2.22545 -1.90407  C1 1.090
9 H -1.44150 -1.52725 -2.72225  C1 1.088
10 H -2.90643 -0.58070 -2.43454  C1 1.096
11 H -0.80353 0.90693 -1.27282  C3 1.081
12 H 0.55962 1.09317 0.87480  C4 1.077
13 H 0.33698 -0.49984 2.59566  C5 1.081
14 H -1.20736 -2.46477 2.29625  C6 1.088
15 H -2.55529 -2.71434 0.26882  C7 1.076
16 C 2.61296 2.18110 -0.06050  C17 1.542, H18 1.102, H19 1.081, H20 1.096
17 C 4.05231 2.61892 -0.40052  C16 1.542, H21 1.093, H22 1.088, H23 1.084
18 H 1.91751 2.57862 -0.81691  C16 1.102
19 H 2.46538 1.11936 0.07696  C16 1.081
20 H 2.24018 2.78011 0.77776  C16 1.096
21 H 4.65023 2.47335 0.50338  C17 1.093
22 H 4.44859 1.92286 -1.13681  C17 1.088
23 H 4.07595 3.66697 -0.67605  C17 1.084

Its frontier orbital gap is 9.96 eV. As for the highest occupied orbital energy: -8.95 eV.

Version Q
Here is 2 unconnected molecules or ions with the total composition C9H14 from the Open Molecules 2025 dataset. Energies are from wB97M-V/def2-TZVPD.

Each atom is followed by the atoms it is bonded to, with distances in Å.
Positions of all 23 atoms, in Å:
1 C 3.49385 -0.70403 -1.40365  C2 1.505, H8 1.083, H9 1.093, H10 1.098
2 C 2.10369 -0.75624 -0.82877  C1 1.505, C3 1.388, C7 1.386
3 C 1.02410 -1.10777 -1.62715  C2 1.388, C4 1.391, H11 1.081
4 C -0.25599 -1.15824 -1.08457  C3 1.391, C5 1.380, H12 1.078
5 C -0.44849 -0.81685 0.23857  C4 1.380, C6 1.382, H13 1.082
6 C 0.61722 -0.41215 1.01974  C5 1.382, C7 1.385, H14 1.081
7 C 1.89865 -0.39507 0.49342  C2 1.386, C6 1.385, H15 1.084
8 H 4.15971 -1.41980 -0.93694  C1 1.083
9 H 3.97161 0.27553 -1.32149  C1 1.093
10 H 3.53811 -0.95214 -2.47238  C1 1.098
11 H 1.23480 -1.34827 -2.66025  C3 1.081
12 H -1.04982 -1.52916 -1.71269  C4 1.078
13 H -1.46532 -0.76548 0.60517  C5 1.082
14 H 0.40814 -0.13599 2.04367  C6 1.081
15 H 2.70271 0.00097 1.10255  C7 1.084
16 C -3.17853 1.47864 1.09152  C17 1.530, H18 1.086, H19 1.089, H20 1.084
17 C -3.93520 2.74996 1.48306  C16 1.530, H21 1.093, H22 1.094, H23 1.093
18 H -2.16833 1.71292 0.76790  C16 1.086
19 H -3.09734 0.82682 1.96063  C16 1.089
20 H -3.67611 0.95152 0.28547  C16 1.084
21 H -4.99977 2.66916 1.24663  C17 1.093
22 H -3.58314 3.62615 0.93113  C17 1.094
23 H -3.80022 3.02422 2.53242  C17 1.093

Its frontier orbital gap is 10.08 eV. As for the highest occupied orbital energy: -9.06 eV.

Version R
Here is 2 unconnected molecules or ions with the total composition C9H14 from the Open Molecules 2025 dataset. Energies are from wB97M-V/def2-TZVPD.

Each atom is followed by the atoms it is bonded to, with distances in Å.
Positions of all 23 atoms, in Å:
1 C -1.46465 2.03930 2.04287  C2 1.502, H8 1.075, H9 1.086, H10 1.095
2 C -1.22378 1.94280 0.56348  C1 1.502, C3 1.385, C7 1.404
3 C -0.47987 2.86939 -0.14779  C2 1.385, C4 1.384, H11 1.087
4 C -0.24454 2.73835 -1.50550  C3 1.384, C5 1.391, H12 1.083
5 C -0.60588 1.55731 -2.14649  C4 1.391, C6 1.395, H13 1.077
6 C -1.16163 0.52364 -1.39321  C5 1.395, C7 1.380, H14 1.080
7 C -1.57310 0.75405 -0.09635  C2 1.404, C6 1.380, H15 1.085
8 H -0.75768 1.42256 2.56812  C1 1.075
9 H -2.47832 1.78830 2.34124  C1 1.086
10 H -1.21605 3.04866 2.38719  C1 1.095
11 H -0.19310 3.77530 0.37933  C3 1.087
12 H 0.15734 3.49461 -2.16907  C4 1.083
13 H -0.30512 1.32208 -3.15371  C5 1.077
14 H -1.28784 -0.45425 -1.83484  C6 1.080
15 H -2.09249 -0.03630 0.43536  C7 1.085
16 C 1.33209 -2.80830 0.35222  C17 1.536, H18 1.086, H19 1.087, H20 1.091
17 C 2.41157 -3.86999 0.09099  C16 1.536, H21 1.088, H22 1.082, H23 1.092
18 H 1.74263 -1.94507 0.86707  C16 1.086
19 H 0.86955 -2.44502 -0.56145  C16 1.087
20 H 0.55464 -3.29136 0.94615  C16 1.091
21 H 2.62380 -4.43884 0.99357  C17 1.088
22 H 3.32674 -3.42665 -0.27865  C17 1.082
23 H 2.06567 -4.56059 -0.68053  C17 1.092

Its frontier orbital gap is 9.98 eV. As for the highest occupied orbital energy: -9.01 eV.

Version S
Here is 2 unconnected molecules or ions with the total composition C9H14 from the Open Molecules 2025 dataset. Energies are from wB97M-V/def2-TZVPD.

Each atom is followed by the atoms it is bonded to, with distances in Å.
Positions of all 23 atoms, in Å:
1 C -2.94100 -0.52344 0.48590  C2 1.494, H8 1.116, H9 1.040, H10 1.099
2 C -1.83335 -0.46925 -0.51528  C1 1.494, C3 1.403, C7 1.350
3 C -0.88707 -1.49953 -0.62576  C2 1.403, C4 1.415, H11 1.112
4 C 0.20803 -1.42272 -1.51932  C3 1.415, C5 1.446, H12 1.103
5 C 0.31806 -0.21014 -2.29957  C4 1.446, C6 1.417, H13 1.071
6 C -0.73156 0.73972 -2.23255  C5 1.417, C7 1.409, H14 1.070
7 C -1.80813 0.60380 -1.33387  C2 1.350, C6 1.409, H15 1.096
8 H -3.49905 0.38431 0.81705  C1 1.116
9 H -2.53320 -0.74975 1.41537  C1 1.040
10 H -3.71336 -1.25499 0.20890  C1 1.099
11 H -0.92863 -2.36988 0.06583  C3 1.112
12 H 0.98608 -2.20331 -1.57124  C4 1.103
13 H 1.06812 -0.01120 -3.03801  C5 1.071
14 H -0.67414 1.61646 -2.84368  C6 1.070
15 H -2.53243 1.42412 -1.28015  C7 1.096
16 C 2.94726 0.39694 1.27315  C17 1.518, H18 1.105, H19 1.102, H20 1.035
17 C 1.99057 1.10203 2.21828  C16 1.518, H21 1.047, H22 1.154, H23 1.125
18 H 3.93303 0.25243 1.75158  C16 1.105
19 H 2.54089 -0.60303 1.04967  C16 1.102
20 H 3.02998 0.95205 0.40411  C16 1.035
21 H 1.19626 0.46672 2.46853  C17 1.047
22 H 2.40535 1.36139 3.26386  C17 1.154
23 H 1.45828 2.01727 1.83718  C17 1.125

Its frontier orbital gap is 10.04 eV. As for the highest occupied orbital energy: -9.05 eV.

Which is most stable, and by how much? version Q, by 0.126 eV.